[1]
C38H60BaFN2O2P2S4Si as an isolated structure. Source: the Open Molecules 2025 dataset; level of theory: the ωB97M-V functional and the def2-TZVPD basis.

Geometry as XYZ:
```
111
C38H60BaFN2O2P2S4Si, DFT the ωB97M-V functional and the def2-TZVPD basis
C 0.87050 1.33413 7.16590
H 1.48883 1.51585 -0.98822
C 1.95126 -5.92809 3.37285
C -3.81365 3.50376 -4.15460
H 0.88754 2.60093 -2.23327
H -4.03519 -1.53640 -3.83530
H -1.27782 3.11320 -1.89845
H 2.37531 5.41894 0.44577
C 2.30724 -0.06843 5.19163
C -1.16793 -6.52438 1.00585
O 1.22508 -6.06855 2.21484
C -1.52967 -1.33668 -2.55639
C 0.94379 0.41741 -4.21793
H 6.65675 1.04634 2.92819
C -4.44865 2.16047 -3.77879
C -2.83887 -3.34316 -1.89573
H -4.49033 -3.78449 -3.23619
C -2.88959 3.96834 -3.03531
C 0.27225 0.96820 5.98010
C 2.90770 0.31307 6.37486
C -2.06873 1.55231 -3.16788
H 3.28066 0.78865 -2.63642
H -3.51058 -3.76794 -1.14922
H 1.73429 -0.31240 -4.41124
H 0.04780 5.40661 3.08507
H 3.94957 0.07789 6.54353
C 1.42533 4.96326 0.17955
S -0.68823 -3.66796 2.54763
H 1.69829 4.92965 3.45104
C 0.97187 0.26346 4.97265
H -3.52583 -1.30783 -1.64132
N 0.24981 -0.02066 3.86427
C -3.54636 1.36523 -2.83031
H 0.29859 -5.41546 4.65187
H 0.30624 1.87087 7.91658
C 2.96905 1.94052 1.84296
H -0.92032 3.33691 -3.61162
H -1.43509 4.02127 0.44973
C -3.28650 -2.26634 -4.14822
H -3.81802 0.31376 -2.88707
H -0.89847 -7.52037 0.62187
H -2.53487 4.98360 -3.23239
H 5.09980 -0.73434 2.12612
Ba 0.42342 -1.15299 1.51143
C 3.50770 0.63174 1.81288
S -1.36031 1.26523 5.45486
C 1.09879 -6.14955 4.62810
H 2.85687 -0.60767 4.43481
H -0.91430 2.35122 0.23460
H -2.92479 -4.35920 -3.80654
C -3.42743 -3.53117 -3.30270
C -1.69031 3.02067 -2.90517
H 5.83685 3.38145 3.04841
H -4.63379 1.58083 -4.68792
P 0.59791 -4.54479 1.24269
H -2.20385 -1.77387 -0.57319
H -0.61728 -1.89606 -2.30164
H -5.41468 2.32441 -3.29461
H 1.71115 -6.04153 5.52273
H -3.44706 3.99556 -2.09856
C 2.69916 2.23768 -4.14300
C 2.20273 1.00296 7.35512
H 0.60272 2.49760 -4.60595
C 0.72904 4.56129 3.12386
H 3.42727 2.46291 -2.11288
H 3.54932 1.86090 -4.71583
F 2.67647 -0.40816 1.38704
H -1.88059 -3.85775 -1.80747
O -0.33572 -5.57985 0.38363
H -3.69582 1.68850 -1.79798
H -1.16522 -2.33740 -4.43977
C -2.59191 -1.87198 -1.59029
H -1.88333 -0.74081 -4.63655
C 1.38880 1.76322 -4.78468
H -1.50911 2.88747 1.78299
C 3.89849 2.91290 2.30479
S -2.12538 0.26117 2.74342
C 5.17828 2.59778 2.69018
H 1.51406 1.68372 -5.87031
C 1.42199 1.66571 -2.06682
C 2.80861 1.77166 -2.68564
H 2.40193 -4.91861 3.42530
H 3.55263 3.93500 2.34894
H 2.73889 3.32932 -4.18459
H -1.90369 1.30989 -4.22432
H 1.54562 4.51499 -0.80074
H -2.89221 -5.25558 1.15336
P -1.06735 0.41163 -2.02810
H -3.23030 3.39734 -5.07283
S 0.85220 -3.30545 -0.50340
C -2.62782 -6.21234 0.70745
C 5.64790 1.29169 2.63199
H 2.78200 -6.66371 3.35694
N 1.72281 2.16790 1.45515
H -3.48605 -2.50162 -5.19966
C 0.68580 0.48013 -2.69891
H -3.26138 -6.99259 1.12546
H 0.65490 -7.14455 4.61161
H 0.69327 5.76238 0.08645
H 0.05942 0.07816 -4.75598
H 2.69293 1.29033 8.27572
H -2.78019 -6.15149 -0.36814
H -4.59204 4.24745 -4.34524
H -1.00759 -6.52833 2.08663
C -0.97740 0.41617 3.91620
H 0.36819 3.88186 3.89026
H 1.10695 -0.43038 -2.24812
C -1.89827 -1.64286 -4.02175
C 4.78448 0.29971 2.18557
C -0.92106 3.18907 0.92491
Si 0.85384 3.61950 1.44880
```

- Kohn-Sham gap (alpha / beta): 4.5 / 6.2 eV
- Total charge: -2
- LUMO energy (alpha / beta): 3.99 / 3.99 eV
- 2S+1: 2

=====

[2]
C38H60IN4SiW as an isolated structure. Source: the Open Molecules 2025 dataset; level of theory: the ωB97M-V functional and the def2-TZVPD basis.

Geometry as XYZ:
```
105
C38H60IN4SiW, DFT the ωB97M-V functional and the def2-TZVPD basis
C -1.43095 -3.10185 -0.76895
H 3.88190 -3.73049 2.77337
C -1.32306 3.92550 1.54739
H 4.83775 -0.17054 -3.36016
H -1.80364 -2.08496 3.07603
H 0.42153 -0.11467 -4.67152
C 3.61674 -2.04800 -0.70502
H 4.18585 -2.33614 -2.67983
H -2.59783 5.31106 -3.19053
H 2.29426 1.47032 -2.85391
C -3.52773 2.93400 0.94213
C 0.95346 2.69986 3.86306
H 2.61720 -2.40552 3.67945
H -2.38325 -3.53973 2.26384
H 0.49296 -2.94517 2.75301
C 3.69292 -1.52846 -2.13513
H -3.21964 0.55139 -0.87702
H 4.17820 0.60425 -1.93381
C -2.02319 2.88348 0.67250
H -0.97104 3.97785 -4.46061
H 5.23583 -4.59343 0.89175
C -2.89739 -0.41087 -1.27902
C 2.34386 -1.35180 -2.80041
H 2.47586 -1.05198 -3.84085
C 4.47388 -3.12612 -0.46825
H 3.41963 0.97603 0.07035
H -1.82562 -2.49699 -2.83390
H 0.06124 -4.64578 -0.49823
H -2.21311 -5.00276 -1.42167
C -2.33884 4.14656 -1.41138
H -1.75591 4.90827 1.35254
H 0.62283 -3.05336 -0.00334
N 0.17252 1.44290 -0.75809
H -1.68976 1.88188 0.97360
H 1.53964 2.37782 1.84209
H -2.70047 0.28944 2.29866
C -4.57637 -2.29093 1.01397
H -2.25018 -0.19938 -2.12997
C -2.55499 -4.14234 -0.83682
H 1.78843 -2.28964 -2.78819
H -1.28856 0.33550 3.92368
I -0.52803 2.35491 6.55968
C 1.52569 1.74926 -0.59404
H 5.07991 -3.48177 -1.29179
C -1.65932 3.10905 -0.77896
Si -2.00546 -1.44942 0.01965
C 2.37065 0.78381 -0.11214
H 1.87598 2.74205 -0.85315
C 0.00202 2.02675 4.60614
C -1.14658 3.75094 -3.41672
C 2.81349 -1.58693 0.36134
H -0.26025 3.99864 1.31935
C -3.24244 -1.68097 1.47801
H 2.21346 3.04130 -3.65314
H -0.23206 -2.02647 -2.24275
N 0.06694 1.15388 2.54183
C 2.94293 -2.19668 1.62916
H -3.42970 -2.67887 3.38846
C 4.61848 -0.31898 -2.30140
H 2.37298 1.56314 -4.60103
H -3.91237 3.94842 0.84073
H -0.55534 -3.70927 -2.65078
H 2.23576 0.05782 4.16826
C -0.15878 0.47667 -3.96244
H -5.01672 -1.73212 0.18602
H 0.16334 2.37495 -4.80594
C -0.98942 -2.80782 -2.20495
H -0.50228 -3.95885 1.02118
C 4.56900 -3.75353 0.75224
H -3.45126 -3.75489 -1.32545
H 1.60987 3.51476 4.11837
W 0.03873 0.05852 0.66548
H -0.14368 -0.03034 -3.00170
C 2.27523 -1.71736 2.90240
H -3.73272 2.61752 1.96558
H -4.15902 0.28715 1.31989
H -3.08407 4.70145 -0.85882
C -0.65962 2.40323 -1.47746
H 0.32264 -1.55051 3.84680
C 1.90254 1.99636 -3.71632
H 1.74453 -0.59420 -2.30622
H -5.29097 -2.25550 1.84335
C 2.79009 -0.33933 3.31491
H -4.09130 2.29676 0.26187
H -3.78686 -0.92483 -1.65481
H -2.83659 -4.51418 0.14912
H -4.19643 -0.39275 2.94258
C -0.52362 1.07095 3.73828
C -0.24855 -3.71401 -0.01278
H -1.19345 0.50026 -4.30905
N 1.86104 -0.49400 0.17615
C 0.38520 1.89795 -3.84927
N 0.95583 2.15892 2.64274
C -0.44245 2.69221 -2.84645
H 0.21270 -1.38240 2.11449
H 3.83911 -0.41673 3.60043
H 5.56495 -0.47736 -1.78204
H -4.48609 -3.33077 0.71123
C -2.67559 -2.54525 2.60561
H -1.45451 3.70872 2.60979
C -3.58587 -0.29860 2.03755
H 2.73740 0.37202 2.49495
C -2.07235 4.49349 -2.71586
C 0.77127 -1.90628 2.91909
C 3.80421 -3.27445 1.79424
```

- Kohn-Sham gap (alpha / beta): 7.5 / 7.7 eV
- Total charge: +1
- LUMO energy (alpha / beta): -2.92 / -3.24 eV
- Energy relative to the best compared isomer or geometry (same formula, charge and spin): 14.1 kJ/mol
- 2S+1: 3

=====

| no. | energy (eV) | maximum force (eV/Å) |
| --- | --- | --- |
| 1 | -120669.9463 | 1.92 |
| 2 | -64137.7794 | 0.75 |